Computed, not measured: a gas-phase ion, CHN2O3P (charge -2) in a non-equilibrium geometry, with ωB97M-V with the def2-TZVPD basis set.

**Charge**: -2
**ΔE to the lowest compared entry with this formula, charge and spin**: 278.5 kJ/mol
**HOMO**: 0.025 hartree
**Calculated total energy**: -715.28088 hartree
**LUMO energy**: 7.633 eV

Each line ends with the Mulliken charge.
Element x y z (Å)
C 0.8018 0.1263 0.0088  -0.111
N 1.3877 2.3671 0.2213  -0.955
N 1.2502 1.2357 0.1146  0.573
O -1.8288 0.4086 0.7241  -0.772
O -1.1751 -0.8832 -1.4110  -0.787
O -0.8250 -1.9423 0.8724  -0.831
P -0.9935 -0.6206 0.0728  0.808
H 1.3827 -0.6918 -0.6030  0.074

Forces on atoms 1 to 6 (eV/Å):
-0.277 -7.109 -1.861
1.147 1.878 0.398
-0.088 3.040 0.002
-0.979 1.608 0.710
0.008 0.360 -0.289
0.271 1.255 -0.462